Molecular formula: C3H6F2S
Method: DFT, ωB97M-V with the def2-TZVPD basis set

Atoms and positions in Å:
C: -0.551 0.917 -0.151
C: -1.178 -0.325 0.237
F: -0.457 -1.304 0.952
C: -2.416 -0.722 -0.011
F: -3.276 0.031 -0.675
H: -1.235 1.344 -0.859
H: -0.377 1.737 0.712
H: 0.517 0.853 -0.611
H: -2.973 -1.563 0.171
S: 3.910 -0.120 -0.471
H: 4.996 -0.207 0.493
H: 3.040 -0.642 0.213

Cartesian forces, eV/Å:
C 2.905 2.539 1.121
C 0.017 -2.658 1.344
F -0.261 1.416 -0.716
C 0.743 1.276 -0.407
F -0.605 1.844 -1.072
H -0.082 0.546 -0.496
H -0.688 -2.043 -1.595
H -2.002 -0.359 0.590
H 0.006 -2.548 1.222
S 4.693 1.825 -1.237
H -1.971 0.021 -1.379
H -2.754 -1.859 2.623

Computed properties:
Calculated total energy = -19476.359 eV
LUMO energy = 0.745 eV
E_HOMO = -9.524 eV
Energy relative to the best compared isomer or geometry (same formula, charge and spin) = 207.4 kJ/mol
Net charge = 0
2S+1 = 1

=====

Molecular formula: C64H140F12N8O24
Method: DFT, ωB97M-V with the def2-TZVPD basis set

Atoms and positions in Å:
C: 22.367 22.907 23.320
C: 20.911 22.443 23.400
O: 20.935 21.229 24.257
C: 19.872 20.576 24.608
O: 18.760 20.861 24.370
C: 20.307 19.409 25.552
F: 21.405 18.752 25.034
F: 20.643 19.844 26.784
F: 19.368 18.487 25.644
H: 22.617 23.490 24.170
H: 22.338 23.452 22.412
H: 23.168 22.070 23.244
H: 20.414 22.079 22.515
H: 20.210 23.163 23.869
C: 26.111 14.118 21.748
C: 25.062 15.136 21.294
O: 25.609 15.840 20.135
C: 25.742 15.142 19.015
O: 25.204 14.131 18.695
C: 26.853 15.720 18.064
F: 26.517 15.442 16.825
F: 27.125 17.046 18.179
F: 27.996 15.032 18.314
H: 25.879 13.460 22.551
H: 26.984 14.642 22.161
H: 26.464 13.462 20.969
H: 24.851 15.880 21.987
H: 24.171 14.544 21.112
C: 21.421 25.187 16.919
C: 20.052 24.509 16.758
O: 19.137 25.453 16.145
C: 17.867 25.359 16.443
O: 17.369 24.393 16.973
C: 17.037 26.594 16.017
F: 16.001 26.159 15.418
F: 16.693 27.298 17.120
F: 17.734 27.440 15.185
H: 21.397 26.145 17.416
H: 21.806 25.374 15.877
H: 22.051 24.513 17.512
H: 19.593 24.242 17.690
H: 20.074 23.603 16.155
C: 19.259 18.735 21.948
C: 17.788 18.592 22.261
O: 17.688 17.349 23.063
C: 16.497 16.937 23.378
O: 15.440 17.416 23.013
C: 16.554 15.830 24.439
F: 16.673 16.422 25.615
F: 15.526 14.969 24.415
F: 17.723 15.143 24.241
H: 19.846 18.971 22.834
H: 19.375 19.486 21.191
H: 19.679 17.842 21.605
H: 17.085 18.365 21.370
H: 17.321 19.337 22.862
C: 24.250 14.980 24.863
O: 25.042 16.142 24.885
C: 24.403 17.179 24.258
C: 25.262 18.459 24.150
N: 24.697 19.475 23.225
C: 25.081 19.194 21.804
C: 24.618 20.493 21.033
O: 25.392 21.527 21.725
C: 25.217 22.844 21.279
H: 24.742 14.266 25.455
H: 24.060 14.540 23.835
H: 23.236 15.237 25.182
H: 23.516 17.530 24.862
H: 23.952 16.900 23.272
H: 26.247 18.090 23.782
H: 25.497 18.922 25.163
H: 25.138 20.399 23.407
H: 24.581 18.293 21.453
H: 26.125 18.928 21.701
H: 23.532 20.657 21.336
H: 24.994 20.458 20.011
H: 25.861 23.456 21.861
H: 24.182 23.253 21.454
H: 25.562 23.027 20.229
C: 17.649 15.154 20.489
O: 18.319 13.925 19.996
C: 18.317 13.875 18.537
C: 18.469 12.488 18.023
N: 19.729 11.860 18.490
C: 20.993 12.400 18.070
C: 22.028 11.721 18.957
O: 21.881 12.160 20.306
C: 22.732 11.616 21.226
H: 18.272 16.016 20.734
H: 17.061 14.835 21.293
H: 16.907 15.477 19.763
H: 19.165 14.562 18.140
H: 17.347 14.365 18.174
H: 18.536 12.502 16.965
H: 17.600 11.843 18.254
H: 19.664 12.002 19.446
H: 21.122 13.523 18.274
H: 21.139 12.317 17.043
H: 23.027 11.913 18.519
H: 21.876 10.665 18.895
H: 22.633 10.538 21.276
H: 22.555 11.803 22.294
H: 23.742 11.913 21.029
C: 25.034 22.729 17.070
O: 25.164 21.646 17.933
C: 25.420 20.377 17.329
C: 26.858 20.163 16.849
N: 27.755 20.437 17.936
C: 29.155 20.664 17.505
C: 30.035 20.772 18.769
O: 29.642 21.993 19.434
C: 29.662 21.748 20.811
H: 24.411 23.466 17.532
H: 24.542 22.433 16.132
H: 26.023 23.219 16.785
H: 24.714 20.219 16.517
H: 25.131 19.646 18.120
H: 27.082 20.752 15.871
H: 26.977 19.126 16.585
H: 27.439 21.294 18.346
H: 29.148 21.542 16.840
H: 29.512 19.845 16.922
H: 31.079 20.884 18.454
H: 29.797 19.901 19.386
H: 28.948 20.911 20.966
H: 29.347 22.726 21.237
H: 30.622 21.425 21.250
C: 20.528 25.619 20.650
O: 20.187 24.281 20.406
C: 18.762 24.153 20.263
C: 18.519 22.702 19.886
N: 17.070 22.229 19.975
C: 16.458 22.181 21.313
C: 15.394 21.083 21.461
O: 14.332 21.460 20.592
C: 13.380 20.457 20.582
H: 20.272 26.223 19.820
H: 21.577 25.592 20.793
H: 20.046 26.019 21.522
H: 18.404 24.775 19.440
H: 18.341 24.462 21.209
H: 19.127 22.038 20.553
H: 18.835 22.475 18.885
H: 16.557 22.697 19.224
H: 15.998 23.133 21.740
H: 17.228 21.916 22.028
H: 15.067 20.953 22.547
H: 15.686 20.075 21.137
H: 13.888 19.522 20.703
H: 12.856 20.440 19.640
H: 12.719 20.556 21.440
C: 21.297 15.809 22.273
O: 21.667 16.847 21.325
C: 21.452 16.422 20.006
C: 21.690 17.518 19.082
N: 21.470 17.138 17.738
C: 22.686 16.577 17.238
C: 22.501 16.085 15.785
O: 21.960 17.181 15.104
C: 22.294 17.209 13.718
H: 20.408 15.281 21.858
H: 21.044 16.337 23.190
H: 22.086 15.043 22.375
H: 20.420 16.036 19.850
H: 22.120 15.561 19.754
H: 22.730 17.919 19.282
H: 20.995 18.326 19.339
H: 20.926 17.857 17.253
H: 23.052 15.784 17.918
H: 23.421 17.401 17.213
H: 21.789 15.278 15.754
H: 23.457 15.795 15.336
H: 21.992 18.222 13.419
H: 21.901 16.410 13.128
H: 23.392 17.184 13.533
C: 25.468 22.443 13.179
O: 24.364 23.222 12.726
C: 23.049 22.749 13.074
C: 22.090 23.949 13.172
N: 20.804 23.387 13.433
C: 19.676 24.135 12.897
C: 18.339 23.381 13.141
O: 18.507 22.171 12.378
C: 17.240 21.549 12.316
H: 26.343 23.118 13.125
H: 25.627 21.660 12.455
H: 25.247 22.107 14.189
H: 23.007 22.252 14.011
H: 22.622 22.154 12.311
H: 22.154 24.487 12.216
H: 22.340 24.584 14.068
H: 20.801 22.452 12.951
H: 19.842 24.364 11.770
H: 19.672 25.136 13.320
H: 17.443 23.896 12.769
H: 18.246 23.109 14.200
H: 16.456 22.291 12.000
H: 16.957 21.077 13.270
H: 17.364 20.794 11.550
C: 15.456 21.851 15.640
O: 14.478 21.181 14.792
C: 13.508 22.114 14.255
C: 12.588 21.404 13.281
N: 13.232 21.157 11.984
C: 12.297 20.637 10.963
C: 13.036 20.359 9.626
O: 14.014 19.372 9.727
C: 13.554 17.973 10.030
H: 16.211 22.410 15.137
H: 15.884 21.123 16.331
H: 14.930 22.604 16.181
H: 14.067 22.902 13.796
H: 12.887 22.483 15.046
H: 11.734 22.034 13.198
H: 12.201 20.551 13.882
H: 14.015 20.495 12.053
H: 11.589 21.461 10.791
H: 11.765 19.800 11.286
H: 13.465 21.235 9.285
H: 12.216 20.028 8.987
H: 12.463 17.864 9.989
H: 13.827 17.684 11.045
H: 13.995 17.315 9.267
C: 21.827 21.700 18.997
O: 20.992 21.668 17.831
C: 21.591 20.986 16.739
C: 20.482 20.614 15.831
N: 19.587 19.620 16.392
C: 18.578 19.947 17.412
C: 17.624 18.761 17.492
O: 17.102 18.566 16.167
C: 15.965 17.780 16.002
H: 22.604 22.413 18.863
H: 22.256 20.640 19.184
H: 21.213 22.055 19.800
H: 22.165 20.131 17.069
H: 22.271 21.713 16.242
H: 20.780 20.147 14.876
H: 20.096 21.638 15.511
H: 19.054 19.111 15.714
H: 18.076 20.847 17.096
H: 18.947 20.159 18.415
H: 16.771 19.033 18.113
H: 18.140 17.841 17.796
H: 15.323 17.915 16.846
H: 16.219 16.686 15.947
H: 15.363 18.089 15.112

Cartesian forces, eV/Å:
C -0.233 -2.319 -0.522
C -0.400 -1.303 1.626
O 1.400 0.412 0.063
C 1.916 0.148 1.148
O -2.668 0.183 -0.525
C 1.326 -0.902 -0.534
F -0.810 0.853 0.448
F -0.343 -0.067 -0.704
F -0.534 0.119 0.272
H 0.216 0.771 0.647
H 0.649 1.015 -0.777
H -1.746 1.110 -0.006
H 0.348 0.275 -0.807
H 0.602 -0.208 -0.183
C 1.355 1.232 0.408
C 0.929 -2.520 -0.934
O -0.165 -0.304 -0.072
C 0.629 0.805 0.041
O -0.379 -0.389 0.147
C 0.354 0.100 0.714
F -0.215 0.312 -0.737
F -0.403 -1.106 0.017
F -0.324 0.465 0.207
H -1.101 -0.387 0.705
H -0.014 0.080 -0.386
H -0.076 -0.002 -0.621
H -0.147 1.230 1.115
H -0.463 0.450 -0.786
C -0.391 -0.652 -1.470
C 0.125 0.257 0.297
O 0.377 1.117 -0.359
C 0.574 -1.199 0.283
O -0.397 0.741 -0.070
C 2.581 0.934 0.732
F -2.255 -0.275 -1.198
F 0.049 -0.196 -0.504
F -0.747 -0.831 0.845
H -0.362 0.241 0.261
H 0.048 -0.302 1.186
H 0.064 0.094 -0.413
H 0.115 -0.203 0.611
H 0.238 0.184 -0.160
C -1.103 0.977 0.834
C -1.151 -2.300 -1.284
O 0.773 0.241 0.055
C -2.000 0.867 -0.300
O 0.872 -0.517 0.190
C 1.502 -0.714 -0.891
F -0.532 -0.069 0.679
F 0.689 0.770 0.130
F -0.954 -0.237 0.244
H -0.099 0.218 -0.073
H 0.265 0.578 -0.361
H 0.389 -1.414 -0.785
H 1.445 0.722 1.060
H -0.050 0.900 0.307
C -1.065 0.653 -1.596
O 0.822 -0.859 -0.243
C -2.339 2.754 0.013
C 1.256 -0.137 0.023
N 1.080 -0.432 -0.048
C -1.603 0.987 0.628
C 1.202 -0.567 2.373
O -0.398 -0.306 -0.522
C -0.678 0.448 -0.942
H 0.335 -1.002 0.904
H 0.640 0.559 0.685
H -0.014 -0.243 0.586
H 0.389 -0.650 -0.389
H 0.533 0.202 0.487
H -0.138 0.346 0.078
H -0.686 -0.644 -1.137
H -0.453 -1.044 0.130
H -0.588 0.130 -0.153
H 0.691 0.578 -0.135
H 1.112 -0.253 -1.261
H -0.953 0.190 -0.183
H 0.644 0.479 0.786
H 0.781 -0.601 -0.509
H -0.615 -0.482 0.500
C 0.490 -1.257 -1.776
O -0.671 1.544 -0.677
C -0.245 2.853 0.063
C 0.904 -0.847 0.388
N -1.672 -0.321 -1.494
C -0.099 2.092 2.875
C 0.932 0.411 -0.771
O -1.420 1.287 -0.852
C 0.601 -1.317 1.029
H 0.452 -0.406 -0.010
H -0.487 -0.364 1.691
H 0.063 0.142 -0.384
H -1.167 -1.039 0.567
H 1.113 -0.787 0.297
H -0.183 0.305 -1.262
H 0.528 0.276 0.262
H 0.298 -0.154 2.451
H -0.274 -1.015 -0.137
H 0.498 -0.737 -1.801
H -0.057 0.220 0.622
H -0.175 -0.963 0.146
H 0.368 -0.723 -0.616
H -0.687 1.115 -0.421
H 0.971 -0.057 -0.178
C 1.209 0.286 -1.389
O 0.306 -0.540 0.301
C -0.341 -0.281 0.429
C -0.213 0.731 -0.902
N 0.932 -0.101 -0.311
C -0.861 0.373 1.031
C -0.990 1.542 -1.788
O 0.918 -1.207 -0.501
C -1.009 0.488 0.601
H -0.314 0.525 0.456
H 0.028 0.021 0.106
H -0.961 -0.609 0.391
H -0.129 0.028 -0.374
H 0.539 0.334 -0.526
H -0.370 -0.474 1.375
H -0.158 -0.555 -0.328
H -0.050 0.551 0.575
H 0.614 0.101 0.304
H 0.089 -0.871 -0.455
H 0.056 -0.446 0.386
H 0.403 0.063 -0.015
H 0.079 0.665 0.669
H 0.062 -0.948 0.324
H 0.032 0.302 -0.429
C 0.132 -0.975 0.182
O -0.814 -0.135 -0.174
C 1.105 -0.785 -0.508
C -1.844 -1.303 1.589
N 1.416 0.577 -0.061
C -0.418 0.150 0.396
C -0.261 0.609 -0.008
O 0.655 0.570 0.385
C -0.418 -0.249 0.227
H -0.222 0.882 -1.064
H 1.133 0.424 0.169
H -0.369 0.183 0.698
H -0.113 0.356 0.134
H -0.656 -0.040 0.276
H -0.483 0.509 -0.329
H 0.261 0.179 -0.524
H -0.245 -0.215 0.721
H 0.465 -0.803 -0.850
H 0.521 0.012 0.103
H 0.191 0.490 -1.116
H 0.617 0.294 0.043
H 0.111 -1.020 -0.086
H -0.369 0.209 -0.195
H -0.475 0.024 0.017
C -0.382 0.362 -1.345
O -0.033 -0.856 0.873
C -0.169 -2.281 0.530
C 0.387 2.343 0.524
N -0.946 -0.522 0.411
C 0.239 0.182 -1.667
C 0.413 0.505 1.224
O 0.257 0.244 -1.279
C 1.110 1.624 0.859
H 0.335 0.248 0.513
H 0.174 -0.326 0.194
H -0.104 0.426 0.163
H 0.304 0.171 0.253
H -0.320 0.290 0.248
H -0.633 -0.104 -0.278
H 0.058 0.131 0.052
H 0.892 -0.392 -0.620
H -0.237 0.281 -0.483
H 0.517 -0.312 -0.079
H -0.240 -0.741 0.006
H 0.008 -0.156 0.147
H -0.286 -0.557 -0.467
H -0.867 -0.515 -0.323
H -0.334 -0.076 0.477
C -0.486 1.159 -0.635
O -0.914 0.040 0.370
C 0.976 2.551 -0.154
C 1.043 0.196 0.940
N -1.169 -1.908 -0.751
C -0.250 0.661 -1.333
C 2.161 -0.331 -0.843
O -0.875 0.868 0.698
C -0.195 -0.092 -0.494
H -0.394 -0.409 0.353
H 0.202 -0.788 0.126
H 0.470 -0.350 0.059
H 0.327 -0.797 0.982
H -0.082 -1.179 -1.040
H -0.009 0.325 0.213
H 0.226 -0.201 -1.245
H -0.476 1.101 0.729
H -0.570 -0.645 1.358
H -0.152 0.075 0.495
H 0.290 0.268 0.196
H -0.134 0.247 0.004
H 0.485 -0.747 0.252
H -0.016 0.181 -0.185
H -0.415 -0.317 -0.109
C -1.616 -0.924 -0.099
O 0.532 0.557 0.127
C 0.833 -1.430 0.023
C 1.376 -0.570 0.692
N -0.431 -0.756 0.105
C 1.867 2.497 -0.486
C -2.608 -1.929 2.040
O 0.284 -2.251 0.511
C 0.029 1.643 -0.635
H 0.779 0.016 -0.980
H -0.034 0.019 -0.278
H -0.481 0.542 0.943
H 0.127 0.833 -0.513
H -0.240 0.453 0.772
H -0.752 0.713 -0.717
H 0.259 -0.289 -0.714
H -0.412 0.407 0.319
H -0.107 -0.313 -0.172
H -0.981 -1.663 0.564
H 1.068 1.665 -0.818
H 0.072 0.056 -0.676
H 0.096 0.333 -0.264
H 0.389 0.120 -0.103
H 0.004 0.272 0.431
C -0.365 -2.084 -0.825
O 0.278 -0.293 0.767
C 0.652 0.980 0.069
C -1.028 0.407 -1.474
N 0.056 -0.137 1.430
C 0.390 -0.348 -0.403
C -0.603 0.339 -1.054
O 0.717 0.689 -0.578
C -0.199 -0.988 -0.327
H 1.119 0.481 -0.124
H -0.575 1.725 -0.057
H -0.305 -0.075 0.556
H 0.211 -0.422 0.280
H -0.065 -0.482 -0.035
H 0.583 0.345 0.399
H -0.587 -1.151 0.327
H 0.215 -0.019 -0.788
H -0.740 0.475 0.013
H 0.459 -0.168 -0.034
H 0.069 -0.219 0.560
H -0.086 0.153 0.315
H -0.708 0.003 0.761
H -0.191 0.777 -0.121
H 0.872 -0.143 0.495

Computed properties:
Calculated total energy = -162295.875 eV
LUMO energy = 0.441 eV
E_HOMO = -8.464 eV
Energy relative to the best compared isomer or geometry (same formula, charge and spin) = 154.6 kJ/mol
Net charge = 0
2S+1 = 1